[1]
C21H33NO | ωB97M-V/def2-TZVPD

Output
- Energy relative to the best compared isomer or geometry (same formula, charge and spin): 3.9 kcal/mol
- HOMO: -8.295 eV
- SMILES string: OCC1(Cc2ccccc2)CCN(CCCC2CCCC2)CC1
- Gap between HOMO and LUMO: 9.01 eV

```
! RIJCOSX wB97M-V def2-TZVPD def2/J DEFGRID3
* xyz 0 1
C -2.231 0.608 4.033
H 1.380 -1.598 1.819
C -5.764 -0.325 3.087
H -1.898 -0.222 4.661
C -5.573 1.003 2.350
O 4.356 1.223 -1.790
H -0.289 -0.868 2.953
H 3.304 0.005 -4.048
H 0.539 -0.889 -0.440
C -0.414 0.030 2.342
H 3.233 -1.921 -5.574
H 0.716 2.468 1.526
H -4.399 -1.368 4.446
H -5.698 -1.159 2.385
H -0.065 1.465 0.290
H 2.027 2.570 -0.504
C 1.698 -0.668 1.343
H -3.832 2.232 2.775
H -2.564 1.410 4.697
C -3.420 0.143 3.195
H -1.088 -0.217 1.502
H -5.988 0.969 1.343
C 0.823 1.548 0.942
H -4.756 0.309 4.885
C 0.311 -1.265 -3.168
H 2.743 -0.500 1.627
H 2.938 1.702 0.739
H 0.467 1.086 -1.968
H -3.096 -0.671 2.540
H -0.529 -1.074 -2.514
C 0.265 -2.347 -4.030
C -4.583 -0.371 4.048
H 2.093 -1.708 -0.514
H -0.600 -2.996 -4.032
H 4.302 2.001 -1.224
C 3.695 0.159 -1.149
C 1.593 -0.799 -0.178
H 1.285 -3.438 -5.564
C -1.049 1.118 3.209
H 4.200 -0.089 -0.203
C 2.205 0.431 -0.870
C 2.072 1.644 0.075
C 2.412 -1.744 -4.894
C 1.479 0.746 -2.199
N 0.900 0.430 1.873
H -6.726 -0.383 3.594
H -1.376 1.949 2.583
C 1.319 -2.594 -4.891
H -0.279 1.491 3.887
H -6.083 1.801 2.891
H -3.656 1.247 1.327
H 2.014 1.565 -2.685
H 3.797 -0.695 -1.821
C 1.411 -0.418 -3.146
C 2.455 -0.663 -4.032
C -4.054 1.256 2.341
*
```



[2]
C21H34BMoNO3P2 | ωB97M-V/def2-TZVPD

Output
- HOMO (alpha / beta): -5.070 / -5.594 eV
- Gap between HOMO and LUMO (alpha / beta): 5.15 / 5.59 eV

```
! RIJCOSX wB97M-V def2-TZVPD def2/J DEFGRID3
* xyz 0 3
C -0.578 2.164 2.869
C -3.290 -1.771 -1.303
C -3.003 1.208 -1.189
H 0.102 1.450 -6.709
H -1.950 3.698 3.327
H 0.033 -0.190 -4.816
C 0.094 2.129 5.553
H 0.451 -5.442 1.120
P 3.009 -0.772 -0.725
H -4.097 1.263 -1.123
C -1.222 3.020 3.742
H -1.479 3.579 5.795
C 3.134 -2.298 -1.637
C -0.924 2.954 5.097
C -0.079 -3.137 2.879
H 2.747 1.603 -1.128
H 1.563 -0.496 -0.620
N 0.092 0.533 -2.205
C -0.754 -3.796 1.692
C 0.079 3.653 -4.116
Mo -0.202 -0.276 -0.663
C 3.274 0.762 -1.599
H -3.007 0.401 1.810
H 4.355 0.924 -1.570
H -2.910 -1.402 1.690
H 0.044 -2.048 2.716
C 0.090 2.756 -3.046
H 0.009 3.115 -2.021
H -0.723 -3.282 3.754
H 2.522 -3.094 -1.179
C 0.188 -4.454 0.726
H 4.206 -2.565 -1.619
C 3.547 -0.869 0.967
H 0.318 2.103 6.614
B 0.027 0.847 1.146
C 0.821 1.335 4.659
O -0.773 2.021 1.541
C 0.098 1.800 -5.675
C 0.088 3.172 -5.429
O -1.957 -3.669 1.501
H -2.912 -2.709 -0.870
H 2.785 -2.139 -2.669
C -3.253 -0.478 1.201
H 1.093 -3.840 0.665
H 2.920 0.693 -2.634
H -4.341 -0.529 1.060
H 3.065 -1.715 1.479
H 0.073 3.879 -6.264
H 4.639 -1.012 0.931
H 0.066 4.716 -3.921
H -0.280 -4.545 -0.260
P -2.518 -0.379 -0.448
H -4.372 -1.707 -1.135
H -2.552 2.044 -0.635
H 1.675 0.766 5.011
H 0.897 -3.619 3.036
O 0.888 0.529 2.321
C 0.105 0.883 -4.631
H -3.080 -1.739 -2.380
C 0.429 1.305 3.329
C 0.136 1.357 -3.287
H -2.684 1.267 -2.240
H 3.279 0.041 1.516
*
```



[3]
C21H34BN6ReS3SbSe4 | ωB97M-V/def2-TZVPD

Output
- HOMO (alpha / beta): -6.208 / -6.497 eV
- Gap between HOMO and LUMO (alpha / beta): 5.52 / 5.96 eV

```
! RIJCOSX wB97M-V def2-TZVPD def2/J DEFGRID3
* xyz 0 2
C 1.968 -0.441 3.754
C -2.376 0.177 0.710
S 1.872 -0.458 0.365
H -5.971 1.864 -0.134
C 2.063 -1.904 3.322
Se -0.034 4.113 -0.674
C -0.017 -3.127 2.490
S -1.532 0.046 2.245
H -4.050 3.519 -0.292
H 0.987 -0.238 4.189
C -2.823 -0.054 -1.436
C 0.500 -2.530 -2.449
H 0.153 -3.516 -2.201
Se -0.511 2.049 2.077
H 2.882 -1.468 -5.518
H 3.832 0.225 -2.294
H -4.429 4.100 1.332
H -4.787 2.464 3.195
H -3.070 2.133 3.055
C -5.711 1.674 0.906
H 1.170 1.713 -4.511
H 1.161 0.372 -5.675
H 2.526 1.496 -5.610
Re 0.908 1.869 0.107
H -4.434 1.429 -1.444
H 0.876 -2.589 5.019
H -5.966 0.642 1.151
H -1.749 -2.589 -1.031
H -6.325 2.333 1.518
C 2.517 0.071 -4.009
C 0.825 -1.593 1.116
C -3.678 0.857 -0.943
H 4.001 -1.525 -4.129
H 3.467 -3.280 2.413
H 4.160 1.385 -3.593
C -4.237 1.960 1.216
C 3.432 -2.236 2.728
Se 3.036 2.560 0.551
C 0.578 -0.327 -2.376
C -3.849 3.368 0.769
S 0.184 1.352 -2.092
H -0.097 -3.750 3.358
H -4.236 0.793 3.056
N 0.995 -2.198 2.317
N -0.071 -1.405 -1.892
H 1.918 -3.848 4.307
C -4.052 1.813 2.721
H -1.695 -3.613 1.154
H 3.664 -1.601 1.877
C 3.433 -0.870 -4.790
H 2.139 -2.728 -3.884
C 1.840 -2.787 4.548
H 4.145 -0.256 -5.339
H -2.712 -0.433 -2.436
C 1.786 0.969 -5.008
N -0.278 -2.120 0.550
H 2.795 1.642 -2.517
N -3.419 0.988 0.408
H 2.131 0.243 2.924
C 1.485 -2.138 -3.274
H 2.726 -0.239 4.512
H -2.788 3.555 0.938
C -0.805 -3.064 1.403
Sb 1.860 5.196 0.676
B -1.044 -1.668 -0.698
H 4.193 -2.079 3.493
N 1.523 -0.756 -3.243
H 2.616 -2.554 5.274
Se 3.036 6.605 -0.806
C 3.371 0.880 -3.036
N -2.011 -0.472 -0.411
*
```



[4]
C21H34ClN3OS | ωB97M-V/def2-TZVPD

Output
- Energy relative to the best compared isomer or geometry (same formula, charge and spin): 0.0 kcal/mol
- HOMO: -7.837 eV
- SMILES string: COc1ccc(NC(=S)N(CCC(C)C)C2CCN(C(C)C)CC2)cc1Cl
- Gap between HOMO and LUMO: 8.39 eV

```
! RIJCOSX wB97M-V def2-TZVPD def2/J DEFGRID3
* xyz 0 1
H 6.438 -1.004 0.833
H -5.136 -1.026 -3.225
C 0.775 2.399 1.296
H 1.026 0.387 2.023
C 5.154 -1.519 -0.826
C 1.367 0.999 1.186
H 2.605 -2.386 -1.166
H -0.330 2.327 1.305
H -0.341 2.603 -1.084
C -1.570 -1.389 0.407
H 3.009 5.127 0.857
H 0.774 6.549 -0.518
C -5.308 -0.070 -2.720
H 2.112 4.660 2.298
H -2.859 -0.791 -2.658
H 7.290 -1.197 -0.699
H 2.632 -0.782 -1.910
C -2.705 -1.120 1.173
H -0.172 0.368 -0.149
H 5.346 -3.281 0.404
H 1.041 0.905 -2.235
C 0.849 -1.969 0.518
N 1.378 -1.011 -0.273
C 0.923 0.373 -0.140
H -4.631 0.687 -3.131
C 2.621 -1.315 -0.958
C 0.763 2.680 -1.055
C 5.287 -3.029 -0.652
H 0.051 5.242 -1.444
H 5.104 -1.288 -1.897
C 0.893 5.508 -0.810
C -3.876 -0.728 0.562
C -2.832 -0.870 -1.583
H 1.856 6.250 1.590
C 3.882 -0.986 -0.155
H 3.970 0.096 -0.045
H -0.566 -2.396 1.857
H -0.025 4.747 0.966
H -0.798 -1.508 -1.590
H 4.436 -3.555 -1.076
H 3.790 -1.425 0.839
C -1.654 -1.270 -0.978
N 1.235 3.232 0.199
H -6.338 0.243 -2.883
H 1.087 3.318 -1.875
O -5.165 -0.189 -1.327
H 2.453 1.067 1.226
H 2.455 1.397 -1.274
C 0.950 4.650 0.452
N -0.406 -1.786 1.064
H 1.816 5.418 -1.378
S 1.648 -3.360 0.932
H 6.187 -3.389 -1.144
H 6.333 0.253 -0.402
C -3.965 -0.587 -0.830
H -2.671 -1.221 2.246
H 1.088 2.845 2.240
C 2.050 5.206 1.362
Cl -5.272 -0.398 1.519
C 1.371 1.292 -1.269
C 6.380 -0.821 -0.238
*
```



[5]
C21H34CoN5OS | ωB97M-V/def2-TZVPD

Output
- HOMO (alpha / beta): -8.824 / -8.823 eV
- Gap between HOMO and LUMO (alpha / beta): 6.37 / 6.31 eV

```
! RIJCOSX wB97M-V def2-TZVPD def2/J DEFGRID3
* xyz 1 4
H -3.855 1.565 -0.598
H -2.833 -0.566 -1.366
H -2.390 1.671 -1.615
C -2.497 3.200 1.082
H -4.233 -0.716 0.554
C -2.576 -0.662 -5.102
H -2.365 -0.978 -6.124
H -2.086 4.602 2.653
H -2.821 1.224 -4.067
H -0.435 0.825 -5.940
H 1.684 -0.747 1.646
C -3.137 -0.691 0.644
N -2.507 -0.092 -0.527
O -0.574 0.444 -2.432
H 0.406 -4.018 -2.869
H -2.875 -0.080 1.508
H -1.018 -2.965 2.720
H 1.143 1.143 3.310
H 2.935 -3.313 -3.198
N -1.145 -2.162 0.755
C -0.048 -1.040 2.662
H 0.497 -2.910 1.788
C 0.991 1.097 2.222
H -1.167 -2.231 -4.523
H -0.676 -2.951 -1.956
H -2.062 -1.527 -3.169
H 0.459 -1.227 3.620
H -2.858 1.372 -5.828
H 3.446 0.680 0.002
H 4.287 -1.058 -2.598
H -0.885 -2.922 0.137
H 1.877 1.524 1.744
C -0.213 1.918 1.841
N 1.314 -1.258 -1.200
C 0.302 -3.431 -1.959
H -0.586 2.068 -4.672
C 2.744 0.742 -0.832
S -0.210 -0.139 -3.756
C -2.383 0.849 -4.996
C -0.425 -2.368 2.012
C 3.312 -1.343 -2.262
C -1.756 3.714 2.138
H -0.044 3.380 3.401
H -3.416 3.671 0.769
H -2.954 -2.480 1.822
H 1.799 1.168 -0.486
C 1.389 -2.415 -1.904
C -2.608 -2.116 0.849
H 0.365 -4.123 -1.116
C -2.782 1.340 -0.649
H -3.038 -2.768 0.083
N 0.792 -0.270 1.752
H -0.952 -0.460 2.861
C 2.618 -2.501 -2.572
C -2.035 2.059 0.440
Co -0.286 -0.288 -0.321
C -0.883 1.070 -4.979
H -3.604 -0.945 -4.872
C -0.613 3.045 2.548
H 3.184 1.404 -1.576
C 2.479 -0.597 -1.420
N -0.898 1.466 0.795
C -1.602 -1.316 -4.132
*
```



[6]
C21H34N2O10 | ωB97M-V/def2-TZVPD

Output
- HOMO: -9.049 eV
- Gap between HOMO and LUMO: 8.55 eV

```
! RIJCOSX wB97M-V def2-TZVPD def2/J DEFGRID3
* xyz 0 1
C -2.227 -1.487 3.757
C -3.609 0.074 -0.292
H 3.642 0.926 1.233
C 2.770 -0.190 -0.155
H 0.572 -5.149 -2.174
H -4.047 -1.861 -0.754
H 1.083 1.280 -3.502
O 0.041 -2.941 -0.488
O 2.498 2.782 -2.237
H 0.312 1.339 4.102
H -0.661 -2.979 4.354
C -0.789 2.568 2.733
H -4.503 0.168 0.761
H -1.898 -3.606 -3.615
O -1.492 -0.493 3.790
H 4.142 2.235 -1.178
H -0.850 0.801 -1.133
O 3.416 0.084 -0.977
O 1.445 2.431 -0.405
H 1.790 -0.852 -2.382
H -0.855 -0.037 -3.023
H -0.837 2.289 0.434
C -0.154 0.192 -2.244
C -3.180 -1.104 -0.627
H -2.919 -1.146 -1.471
O -0.425 -2.628 -2.725
C -1.217 -3.586 -2.891
C -1.478 -2.989 3.358
C -0.131 -4.806 -3.238
O 1.895 -0.830 3.126
H -1.649 2.378 3.353
C 0.472 1.600 -2.747
C 3.531 3.114 -1.437
N 1.276 -0.460 -0.408
O -2.759 1.086 0.137
C 0.776 -0.893 -1.683
H 3.784 4.996 -2.627
H 5.280 4.603 -1.732
N 1.187 1.290 2.109
O -1.037 -0.497 1.362
C 0.094 -2.176 -1.470
C 1.578 2.254 -1.638
O -3.168 1.113 2.048
C 4.431 4.074 -2.331
H 3.684 -0.835 1.452
H -1.792 -3.870 -1.953
C -2.599 1.517 1.190
H -1.752 3.494 1.024
C -0.646 -0.124 2.707
H -2.455 -1.324 0.206
C -1.285 2.356 1.424
H -0.730 -2.866 2.556
C 1.850 0.023 2.218
H 1.432 1.671 1.277
H 0.520 -0.771 0.448
H -0.230 2.343 -3.040
H -0.312 3.463 2.747
H 3.151 3.681 -0.615
H -0.870 -5.655 -3.308
H -4.504 0.633 -0.916
H -2.117 -3.800 3.388
C 3.185 0.034 1.298
H 4.811 3.645 -3.179
C 0.036 1.144 2.922
H 0.303 -4.668 -4.168
H -2.892 -1.536 4.482
H -2.919 -1.524 2.764
*
```



[7]
C21H34N2O2 | ωB97M-V/def2-TZVPD

Output
- Energy relative to the best compared isomer or geometry (same formula, charge and spin): 2.0 kcal/mol
- HOMO: -8.513 eV
- SMILES string: CC(C)C[C@@H](COc1ccccc1)N1CCN(CC(C)C)CCC1=O
- Gap between HOMO and LUMO: 9.35 eV

```
! RIJCOSX wB97M-V def2-TZVPD def2/J DEFGRID3
* xyz 0 1
H -1.911 0.566 -1.862
H -2.139 -4.268 -1.319
H 1.613 2.478 1.702
H 2.136 0.804 3.474
H -0.887 6.847 0.219
H -0.239 -5.790 -1.793
H 0.746 -0.639 -1.019
H -2.792 -2.569 -3.021
C 1.142 5.085 0.689
H -3.079 -0.556 -0.452
C -0.024 2.205 0.306
C -0.278 4.769 0.225
H -1.601 -6.130 -2.861
H 0.172 -2.855 -2.707
C -0.846 -5.391 -2.603
H 0.161 -0.726 -2.701
O 1.693 0.625 0.786
C 3.856 -2.073 3.069
C 2.561 -0.047 2.965
H -1.837 3.326 0.502
H -1.893 -2.805 0.187
H -1.250 5.991 1.718
O -1.803 0.947 1.967
C -0.894 0.675 -1.476
H 4.133 -3.093 1.205
C 2.390 -0.219 1.597
H 2.838 -1.445 -0.094
H -0.535 -1.783 0.692
H 0.567 2.465 -0.577
H -3.196 -4.215 -3.533
C -1.504 -4.078 -2.191
C -1.221 5.899 0.635
H 1.849 4.343 0.330
H 4.421 -2.792 3.643
N -0.934 1.138 -0.107
H -2.231 5.706 0.281
C -0.793 3.444 0.797
C -0.430 -3.049 -1.816
H 1.186 5.115 1.775
H -0.392 1.441 -2.070
C -2.379 -3.530 -3.314
N -1.012 -1.789 -1.376
H 0.366 1.312 2.226
H 1.453 6.056 0.309
H 3.415 -0.831 4.753
H -1.792 -3.394 -4.219
H -3.007 -1.064 1.242
H -0.279 4.699 -0.869
C -1.411 -1.841 0.019
C 3.694 -2.241 1.703
C -2.410 -0.738 0.389
H -0.205 -5.240 -3.469
C 0.945 1.675 1.372
C 2.968 -1.325 0.971
C -1.704 0.530 0.826
C -0.153 -0.654 -1.656
H 0.240 -3.472 -1.048
H -0.774 3.478 1.886
C 3.290 -0.975 3.690
*
```